Record 1
DFT (ωB97M-V/def2-TZVPD) results for 12 unconnected molecules or ions with the total composition C60H110Cl2N20.

Geometry as XYZ:
```
192
C60H110Cl2N20 ωB97M-V/def2-TZVPD
C 20.69532 20.11671 19.22895
C 20.61551 18.62905 18.85892
N 19.26892 18.01945 18.61634
C 17.95802 18.42656 18.77698
C 17.15060 17.37368 18.38903
N 17.98013 16.40727 17.90958
C 19.22345 16.83634 18.06902
C 17.71405 15.02870 17.74881
H 20.57156 20.75782 18.32976
H 21.65756 20.30230 19.68396
H 19.95407 20.31660 19.97375
H 21.00794 17.96084 19.65521
H 21.20077 18.33626 18.00275
H 17.77637 19.39772 19.20698
H 16.04906 17.33249 18.49351
H 20.10970 16.21721 17.97676
H 17.80569 14.46570 18.64743
H 18.29834 14.49893 17.02598
H 16.63622 14.92318 17.52962
C 16.45937 12.69817 12.90707
C 16.33168 11.27536 12.38210
N 16.87027 11.09516 10.95037
C 17.98458 11.71644 10.45180
C 18.15237 11.34146 9.20187
N 17.07567 10.57380 8.87140
C 16.28934 10.43460 9.94267
C 16.84255 9.94547 7.57046
H 15.76068 13.34056 12.44268
H 17.41241 13.13058 12.84066
H 16.14671 12.76400 13.92957
H 15.29320 11.00415 12.31764
H 16.85266 10.51712 12.95255
H 18.64586 12.33815 11.04498
H 18.90844 11.50668 8.48722
H 15.29453 10.00810 10.07189
H 17.22259 8.91922 7.72824
H 17.50270 10.43863 6.85884
H 15.79396 9.98738 7.18254
C 24.94160 17.64644 10.72887
C 26.17792 18.15261 11.39493
N 26.14265 17.77434 12.84840
C 25.20569 18.23903 13.78912
C 25.56269 17.76608 15.00335
N 26.72707 16.99864 14.76649
C 27.06889 17.06544 13.48428
C 27.58058 16.39424 15.90963
H 24.98655 17.89030 9.68700
H 24.06281 18.18958 11.15426
H 24.83993 16.53409 10.79872
H 26.21424 19.24887 11.34464
H 27.14112 17.71364 11.08935
H 24.36922 18.85294 13.47017
H 25.16259 18.01631 15.98895
H 27.91010 16.51871 13.11089
H 27.80544 15.35178 15.70308
H 27.02929 16.57863 16.81329
H 28.52981 16.86014 15.78508
C 33.47966 18.19460 24.46380
C 32.60997 19.19029 23.79991
N 31.17256 18.73891 23.64731
C 30.11035 19.44144 24.16963
C 28.98441 18.90344 23.64416
N 29.39860 17.84928 22.88698
C 30.74308 17.78142 22.93600
C 28.50400 16.89935 22.22028
H 34.51530 18.34258 24.16064
H 33.19733 17.21776 24.07716
H 33.44905 18.12332 25.53744
H 32.99788 19.39961 22.81114
H 32.51567 20.12786 24.38914
H 30.23468 20.24799 24.85681
H 27.93499 19.09861 23.78146
H 31.42369 17.00379 22.60058
H 27.80848 16.39264 22.91979
H 29.14804 16.12915 21.79938
H 28.00420 17.40595 21.36826
C 24.31668 22.46761 17.09913
C 25.37932 22.48801 18.16224
N 24.73037 23.18806 19.37306
C 23.39869 23.21517 19.63397
C 23.20614 23.89250 20.74325
N 24.40340 24.28152 21.22070
C 25.33916 23.77752 20.38884
C 24.75221 25.00288 22.50788
H 23.86612 23.43286 16.83474
H 23.52319 21.75679 17.36050
H 24.81208 21.95941 16.21579
H 26.31742 22.97508 17.86955
H 25.49346 21.47191 18.50620
H 22.62206 22.80219 19.03308
H 22.29655 24.16595 21.29057
H 26.35893 24.07078 20.38729
H 24.46941 24.38582 23.33260
H 24.11306 25.84766 22.62000
H 25.81949 25.19308 22.60524
C 16.89589 27.82450 12.57724
C 17.28347 26.38261 12.63395
N 16.94221 25.79064 13.99883
C 17.09177 26.46812 15.19483
C 16.86479 25.57465 16.15590
N 16.59145 24.35267 15.56425
C 16.64197 24.52526 14.26434
C 16.42547 23.08834 16.25382
H 17.10587 28.35177 11.63647
H 17.42446 28.35025 13.38232
H 15.83585 27.98821 12.69810
H 18.36299 26.16363 12.41014
H 16.68797 25.75994 11.97881
H 17.42384 27.48262 15.21420
H 16.71979 25.60936 17.20554
H 16.56055 23.87454 13.40817
H 15.72004 23.16904 17.07712
H 17.36180 22.74236 16.63472
H 16.07686 22.30612 15.59422
C 12.80075 17.57465 24.71391
C 13.12316 16.15846 25.06528
N 14.41943 15.72551 24.47690
C 15.47248 16.54171 24.03723
C 16.48098 15.68104 23.71215
N 16.04397 14.41729 23.97828
C 14.79524 14.48330 24.44268
C 16.93064 13.21704 23.82255
H 13.45490 18.30724 25.20994
H 11.79169 17.82175 25.14537
H 12.74797 17.71938 23.60944
H 12.46233 15.37287 24.72662
H 13.14138 15.97450 26.15696
H 15.34651 17.61576 24.07997
H 17.44157 15.82412 23.19881
H 14.17162 13.63950 24.75484
H 17.05613 12.68889 24.77597
H 17.83390 13.60819 23.37004
H 16.53238 12.56494 23.05953
C 21.53016 15.69802 25.52350
C 20.08192 16.15068 25.44761
N 19.62845 17.14914 26.56726
C 19.41278 18.53650 26.43228
C 19.11311 19.02883 27.64729
N 19.18235 17.96104 28.49587
C 19.52685 16.88376 27.86216
C 18.89059 17.99074 29.99122
H 21.80637 15.30426 26.47866
H 22.20368 16.57301 25.20653
H 21.59813 14.82854 24.82089
H 19.36126 15.36372 25.46787
H 20.02290 16.70520 24.52948
H 19.45651 19.05397 25.47717
H 18.91774 20.07417 27.93253
H 19.69955 15.95289 28.40100
H 19.67009 18.54176 30.49102
H 18.83812 17.01309 30.44698
H 17.98281 18.58610 30.26931
C 22.83739 11.57627 18.69416
C 22.54658 10.06548 18.70413
N 23.68837 9.30828 18.14888
C 24.61750 8.74889 18.96496
C 25.50794 8.21082 18.13890
N 25.11924 8.39436 16.87688
C 23.98738 9.03494 16.88744
C 25.73747 7.83528 15.65238
H 22.07219 12.11773 19.26850
H 22.68589 12.10713 17.73850
H 23.76097 11.87900 19.26038
H 21.69477 9.74238 18.07591
H 22.41317 9.67506 19.71799
H 24.53637 8.66663 20.03120
H 26.45701 7.76394 18.40017
H 23.28360 9.15856 16.12921
H 25.32848 8.23652 14.75321
H 25.63313 6.74278 15.60402
H 26.76955 8.13381 15.76995
C 10.90017 22.06885 18.31631
C 9.57220 21.67843 17.61295
N 9.60338 20.45179 16.78922
C 10.63372 20.11787 15.97136
C 10.24595 18.91099 15.43789
N 9.07099 18.54477 15.99574
C 8.74113 19.47957 16.86711
C 8.19306 17.36768 15.57739
H 10.81951 22.93457 18.92081
H 11.66491 22.28273 17.53715
H 11.15410 21.23311 18.93309
H 9.02913 22.39485 16.99384
H 8.81395 21.43936 18.39946
H 11.45905 20.74499 15.71092
H 10.69190 18.28945 14.67647
H 7.83958 19.58818 17.46275
H 7.22340 17.41825 16.04793
H 8.77072 16.53494 15.93967
H 8.05776 17.36697 14.52291
Cl 19.39522 15.94787 21.95490
Cl 25.18267 18.90117 18.18138
```

The calculation puts the HOMO energy at -0.698 hartree. Its charge is +8.


Record 2
DFT (ωB97M-V/def2-TZVPD) results for a single C3H6N2O molecule.

Geometry as XYZ:
```
12
C3H6N2O ωB97M-V/def2-TZVPD
N -0.91096 0.70844 1.43708
C 0.28610 0.65088 0.82643
O 1.29603 1.21540 1.16311
N 0.26999 -0.21861 -0.38071
C 1.27811 -0.02899 -1.20821
C -0.80061 -1.03279 -0.59529
H -1.72529 0.36279 0.95010
H -1.00447 1.32511 2.22846
H 1.90760 0.83951 -1.09116
H 1.41979 -0.75298 -1.99777
H -0.84777 -1.47025 -1.58507
H -1.16852 -1.59852 0.25303
```

The calculation puts the HOMO energy (spin up / spin down) at -0.265 / -0.270 hartree. Its charge is 0. The calculation puts the energy relative to the best compared isomer or geometry (same formula, charge and spin) at 62.36 kcal/mol.


Record 3
DFT (ωB97M-V/def2-TZVPD) results for 3 unconnected molecules or ions with the total composition C24H42BFNO4.

Geometry as XYZ:
```
73
C24H42BFNO4 ωB97M-V/def2-TZVPD
C 6.17072 -7.50476 0.75377
C 6.02654 -6.68773 -0.27987
C 5.53671 -5.71111 -1.47910
C 6.04255 -4.18756 -1.30890
C 5.36212 -3.41026 -0.04717
C 3.77061 -3.17970 -0.20897
C 3.41798 -2.11710 1.00674
O 1.96814 -2.05867 0.76048
B 1.57775 -3.46177 0.44904
C 0.74778 -4.29751 1.63136
C 1.25669 -5.85111 1.62078
C 1.74031 -7.06199 1.36101
C 0.49522 -3.58198 -0.82802
O -0.07691 -2.51496 -1.26022
N 0.24497 -4.96482 -1.33409
C -0.72484 -4.99910 -2.44899
O -0.53966 -4.55684 -3.61727
F -2.02888 -5.61331 -2.19784
O 2.84362 -4.22168 0.18534
H 6.15933 -7.98584 1.80826
H 5.98697 -6.16691 -2.45256
H 4.37339 -5.74579 -1.53426
H 5.77228 -3.58321 -2.26316
H 7.20661 -4.21687 -1.21442
H 5.64257 -3.89481 0.96648
H 5.86309 -2.35369 -0.03452
H 3.67908 -2.71528 -1.26045
H 4.03100 -1.16721 0.79495
H 3.63590 -2.72367 1.96892
H -0.36829 -4.29028 1.35294
H 0.87068 -3.84195 2.68187
H 1.98625 -8.05145 0.80835
H 1.14568 -5.41341 -1.56939
C -0.55817 -0.12928 0.72913
C -1.92473 -0.55440 1.24753
C -3.03292 -0.43565 0.19963
C -3.30008 0.98253 -0.31374
C -3.66108 2.00935 0.76155
C -4.95088 1.68061 1.49919
H -0.54626 0.92637 0.44108
H 0.19792 -0.26858 1.50610
H -0.26453 -0.72866 -0.13716
H -2.17719 0.02744 2.14052
H -1.86347 -1.60000 1.56998
H -3.95684 -0.85250 0.61691
H -2.77895 -1.06978 -0.65785
H -4.11334 0.93651 -1.04805
H -2.42258 1.34282 -0.86136
H -3.77819 2.98708 0.27993
H -2.84413 2.11881 1.48148
H -5.79224 1.61184 0.80273
H -5.17928 2.46436 2.22770
H -4.87561 0.73579 2.04345
C -2.44928 7.28833 2.00497
C -3.02611 6.43308 0.88547
C -1.95705 5.70999 0.06423
C -0.97872 6.61979 -0.68523
C -1.62219 7.60977 -1.65846
C -2.37571 6.93355 -2.79459
H -1.81809 8.09147 1.61566
H -3.25667 7.75138 2.57923
H -1.85196 6.68096 2.69082
H -3.65469 7.05151 0.23696
H -3.68898 5.68176 1.32925
H -2.45426 5.04346 -0.64892
H -1.37921 5.05829 0.73027
H -0.27300 5.98763 -1.23660
H -0.37620 7.18074 0.03757
H -0.83094 8.23225 -2.09110
H -2.29318 8.29271 -1.12810
H -1.71204 6.27980 -3.36841
H -2.78203 7.68509 -3.47770
H -3.21314 6.33613 -2.42515
```

The calculation puts the HOMO energy at -0.192 hartree. Its charge is -1.


Record 4
DFT (ωB97M-V/def2-TZVPD) results for a molecular structure, C28H23ClMnN5O7.

Geometry as XYZ:
```
65
C28H23ClMnN5O7 ωB97M-V/def2-TZVPD
Mn -0.57260 -0.31803 1.30862
Cl 3.68642 -4.78864 5.23433
C 2.56724 -3.57009 4.63319
C 1.35544 -3.35471 5.30169
C 0.47248 -2.41601 4.84687
C 0.72335 -1.63123 3.67608
O -0.13317 -0.77751 3.26536
C 1.98017 -1.86509 3.03074
C 2.43461 -1.12951 1.87356
N 1.77124 -0.23110 1.24485
C 2.31542 0.43933 0.12784
C 3.36233 0.01237 -0.63881
C 3.77315 0.72524 -1.79173
C 3.12361 1.85848 -2.17678
C 2.03367 2.33509 -1.40283
C 1.29572 3.49126 -1.76164
C 0.26919 3.90588 -0.97426
C -0.02223 3.15753 0.19602
N 0.61494 2.08032 0.54963
C 1.64078 1.64650 -0.24411
C 2.86800 -2.83676 3.52264
H 1.12896 -3.93975 6.18449
H -0.46574 -2.24300 5.36046
H 3.46206 -1.37062 1.57764
H 3.86412 -0.91650 -0.40330
H 4.59092 0.33901 -2.38573
H 3.40717 2.39054 -3.07685
H 1.54738 4.01374 -2.67793
H -0.33210 4.76840 -1.22741
H -0.82707 3.47985 0.85231
H 3.80281 -3.00911 3.00243
N -2.72855 -1.29339 1.27820
C -2.91114 -2.68335 0.84650
C -1.95629 -3.61529 1.58250
C -0.51085 -3.50634 1.08381
O 0.20738 -4.50388 1.12051
O -0.19423 -2.34254 0.68508
H -2.99343 -1.17546 2.25014
H -3.27134 -0.64799 0.71605
H -2.69286 -2.71761 -0.22210
H -3.94591 -3.02347 0.98283
H -2.27189 -4.65621 1.50024
H -1.96101 -3.35710 2.64914
O -2.90845 1.37522 -1.07563
C -1.81421 0.87244 -1.37796
O -1.05723 0.16851 -0.66851
C -1.28928 1.12454 -2.79635
C -1.91879 2.03570 -3.63138
C -1.40121 2.33364 -4.88673
C -0.24401 1.70676 -5.32527
C 0.35128 0.79216 -4.47967
C -0.13412 0.48051 -3.22903
N 1.60460 0.11611 -4.94954
O 2.02034 0.42400 -6.05649
O 2.13263 -0.67555 -4.19863
H -2.81683 2.51449 -3.26294
H -1.89393 3.05401 -5.52671
H 0.18943 1.90776 -6.29372
H 0.36679 -0.22487 -2.58019
C -3.97656 2.85111 1.30922
C -2.94419 1.96058 1.82914
N -2.09432 1.27405 2.17926
H -3.96970 2.73730 0.22506
H -3.75908 3.87947 1.59221
H -4.95132 2.56888 1.70360
```

The calculation puts the HOMO energy (spin up / spin down) at -0.164 / -0.171 hartree. Its charge is -1. The expectation value of S² is 8.753. The spin multiplicity is 6. The calculation puts the energy relative to the best compared isomer or geometry (same formula, charge and spin) at 4.66 kcal/mol.